1.
25
Properties=species:S:1:pos:R:3:forces:R:3:mulliken_charge:R:1 method="wB97M-V/def2-TZVPD" e_lumo_ha="-0.1764 / -0.1691" orbital_gap_ev="6.76 / 6.87" relative_energy_kcal_mol=96.12 homo_energy_ev="-11.559 / -11.473" charge=+1
C 0.52196 -0.68009 0.27008 2.61 0.54 -2.05 0.9230
C -0.80077 -1.14422 -0.21315 0.36 0.14 2.25 -1.1241
C 3.42489 -0.24205 0.68568 -4.88 -0.98 1.15 -0.2973
C -1.70041 0.11977 -0.13386 -2.61 -0.90 0.21 0.4385
C -0.95579 1.34786 0.11298 0.66 -0.15 1.35 -0.4140
C 1.52096 -0.29620 -0.75932 -2.93 -1.51 0.12 0.4148
C -2.81330 -0.00832 0.94456 -0.42 2.82 -0.62 -1.6276
C 1.38190 -0.37645 -2.27467 -0.24 2.51 0.63 -1.4134
N -0.70873 1.77928 1.30060 -1.29 -1.79 0.69 -0.0588
O 0.69346 -0.55364 1.48736 0.26 -0.18 -0.02 -0.6666
O 2.77335 -0.29877 -0.46002 3.37 1.17 1.65 -0.2856
H -0.87682 -1.60746 -1.14195 0.26 -0.37 -1.78 0.4835
H -0.90773 -1.97167 0.50993 -1.26 0.61 0.09 0.3815
H 4.43254 -0.25292 0.61847 2.97 -0.03 -0.46 0.3373
H 2.82429 -0.45458 1.62919 1.00 0.65 -1.40 0.2489
H -2.08976 0.17707 -1.14524 -0.43 0.42 -0.03 0.4104
H -0.57245 1.80426 -0.73897 0.90 1.39 -1.06 0.4111
H -3.55435 0.88975 1.10402 1.71 -1.40 -0.62 0.2775
H -2.25455 -0.15021 1.82919 0.03 -0.58 1.45 0.5158
H -3.41802 -0.83070 0.75519 -0.90 -1.67 -0.24 0.4159
H 1.97355 0.45144 -2.72815 -0.32 -0.15 0.52 0.4136
H 0.36189 -0.15901 -2.62249 0.29 -0.79 0.00 0.2987
H 1.89827 -1.20782 -2.66941 -0.17 -1.50 -0.52 0.3785
H -1.10415 1.17125 2.08129 0.98 1.30 -1.12 0.2404
H -0.05023 2.49342 1.55871 0.04 0.44 -0.23 0.2980

=====

2.
163
Properties=species:S:1:pos:R:3:forces:R:3:mulliken_charge:R:1 method="wB97M-V/def2-TZVPD" e_lumo_ha=-0.0198 orbital_gap_ev=6.96 homo_energy_ev=-7.501
C 2.60650 5.50537 0.24765 -3.72 -3.24 4.97 -0.7124
C 1.72174 4.91723 1.04169 4.36 2.26 -4.80 -1.0154
C 0.62624 4.08602 1.81997 1.36 2.30 0.98 0.2371
C -0.28563 2.96691 1.10939 1.23 0.96 -1.38 -0.3771
N -1.13224 2.38110 2.18749 -0.47 0.09 0.50 1.2573
C -0.53242 1.89680 3.42566 0.78 2.96 5.61 0.3604
C -0.04257 0.48358 3.96660 -0.16 -0.16 0.62 -0.9543
O -0.48688 2.76522 4.40332 -0.34 -3.67 -4.47 -0.6143
C -2.28553 3.13659 2.69523 -3.73 2.64 2.36 0.4970
C -3.56477 2.18176 3.10419 1.27 -0.42 -0.69 -0.0965
O -2.48106 4.36065 2.93337 1.90 -4.34 -2.08 -0.5592
C -1.26013 3.80049 0.07138 -0.67 -0.04 0.93 -0.7249
C -2.59483 3.12816 -0.44954 -2.67 -0.16 -0.10 0.1438
C -3.77104 4.25619 -0.65161 -0.02 4.23 -0.49 0.4792
O -3.50994 5.51989 -0.73412 -0.79 -6.10 0.59 -0.5849
C -5.33281 3.88025 -0.83662 -3.00 -0.72 -0.87 0.2370
C -6.14264 4.83753 -1.83844 -1.80 -1.82 1.01 -0.4049
C -7.67709 4.69366 -2.15299 2.64 -2.87 3.11 -0.4531
C -8.45001 3.52010 -1.40417 3.95 0.86 0.25 -0.3399
C -7.65197 2.54535 -0.44065 1.00 2.48 -1.48 -0.6705
C -6.08656 2.69254 -0.13824 -2.09 2.93 -2.95 0.0318
S -0.41926 4.45409 -1.45392 -1.45 6.60 -3.90 1.5153
O -1.31090 4.45685 -2.70664 2.61 -2.13 3.85 -0.7274
O -0.11591 5.95300 -1.28200 0.27 -5.22 0.79 -0.7625
O 0.98429 3.56823 -1.59523 -1.50 0.45 1.25 -0.5503
C 0.81414 2.15122 -1.28204 0.82 -1.09 -2.46 -1.2806
N 2.03484 1.54317 -1.89130 -0.73 1.04 1.16 -0.0516
O -0.28948 1.74503 -2.15363 1.56 -0.06 1.30 0.7037
C 0.07060 1.68405 -3.55273 -1.54 -0.19 -2.94 -0.7360
C -1.34899 1.72755 -4.38311 0.45 -0.95 0.55 0.0569
C -1.27799 0.88763 -5.77410 -1.61 1.02 0.16 0.3503
C -1.99075 1.82673 -6.91671 0.50 -0.53 -0.32 -0.7307
C 0.58136 1.78422 0.29387 -1.63 -0.57 0.23 3.4845
C -0.36771 0.46452 0.27212 -0.84 -1.17 0.77 -0.2282
C 0.06382 -0.82493 -0.56329 -1.16 -1.13 -1.30 0.1743
C -0.57031 -2.23663 0.00396 -0.25 0.10 -0.90 0.3758
C 0.38859 -3.00658 1.04037 0.20 -0.44 -1.11 -0.5551
C -2.11178 -2.07336 0.49809 1.20 -0.62 1.25 -0.7284
C 1.98589 1.61148 1.06911 1.48 0.09 0.06 -0.5483
C 2.81819 0.25226 0.96653 -1.83 -1.72 -2.71 -1.0837
O 3.52398 -0.21817 -0.04713 -11.24 -0.68 0.35 -0.4057
I 2.99984 -1.09821 2.72829 -0.25 0.93 -0.87 -0.0188
H 3.56820 5.96563 -0.21043 -2.48 -1.04 1.00 0.3170
H 1.23369 3.72600 2.75291 -1.40 0.21 -1.78 0.4153
H -0.09386 4.89019 2.27367 1.11 -1.60 -0.84 0.7409
H -0.59816 0.30209 4.98127 0.81 0.68 -1.94 0.4551
H 1.07152 0.61613 4.28991 -2.06 -0.41 -0.95 0.1529
H -0.24436 -0.44816 3.34665 0.61 1.43 0.48 -0.1679
H -3.19847 1.14125 3.48883 -0.70 1.93 -0.54 0.2329
H -4.10821 1.97273 2.11285 0.66 0.35 1.54 -0.4247
H -4.25735 2.71392 3.85275 1.33 -0.86 -1.36 0.1591
H -1.51530 4.78255 0.65322 0.30 -1.67 -1.42 0.9805
H -3.08959 2.33083 0.24827 1.29 1.43 -0.93 -0.2596
H -2.56593 2.60099 -1.48067 0.49 0.98 1.64 0.2557
H -5.57487 5.69444 -2.37730 -0.92 -1.78 1.22 0.2927
H -8.17512 5.42455 -2.89159 0.85 -1.44 1.44 0.3059
H -9.58616 3.43710 -1.60880 2.22 -0.17 0.61 0.2906
H -8.28485 1.71656 0.06363 1.43 1.54 -0.88 0.2900
H -5.53616 1.96621 0.55522 -1.11 1.22 -1.19 0.1386
H 1.99579 0.52108 -1.95864 0.06 0.73 0.42 0.2870
H 2.91046 1.90676 -1.49299 -0.69 -0.52 -0.20 0.0289
H 0.55765 0.67277 -3.87949 -0.65 1.77 1.06 0.2421
H 0.68956 2.55935 -3.95811 -0.65 -1.29 1.16 0.1712
H -1.67810 2.79457 -4.64892 0.59 -1.60 0.90 0.1733
H -2.11391 1.20842 -3.66723 1.14 1.14 -1.40 -0.1774
H -0.20638 0.58103 -6.08169 -1.77 0.50 0.53 0.2634
H -1.98187 -0.03003 -5.65461 1.71 1.33 -0.28 -0.3920
H -3.15057 1.75153 -6.88593 2.05 -0.06 -0.03 0.2659
H -1.59094 1.47359 -7.94257 -0.98 0.66 1.47 0.0052
H -1.73777 2.94403 -6.80001 -0.18 -1.75 -0.09 0.3510
H -1.44005 0.72015 -0.11938 2.18 -0.05 0.71 -0.2242
H -0.58427 0.03451 1.33701 0.73 1.25 -1.69 -0.8693
H 1.16576 -1.03236 -0.74741 -1.27 0.58 0.54 0.1093
H -0.42753 -0.73790 -1.62287 1.05 0.06 1.81 -0.5011
H -0.62701 -2.91936 -0.94509 0.26 1.20 1.61 0.3479
H 0.38910 -2.59603 2.11316 -0.13 -0.60 -1.65 -0.0988
H 0.12925 -4.14327 1.02155 0.30 2.11 0.33 0.0254
H 1.47044 -2.94364 0.60110 -1.84 -0.09 0.99 0.1981
H -2.66378 -1.20923 -0.01643 0.75 -1.55 0.76 0.0101
H -2.62661 -3.10293 0.37916 0.58 1.95 0.03 0.1853
H -2.05268 -1.89513 1.65335 -0.37 -0.04 -1.97 0.2106
H 2.69880 2.42780 0.62430 -1.23 -1.26 1.04 0.2813
H 1.92851 1.77660 2.22424 -0.24 -0.12 -2.27 0.3780
Br -8.03063 2.94823 5.97432 0.06 -0.07 0.09 -0.1322
C -6.74572 3.14703 7.42733 -0.21 0.23 -0.08 -0.5612
C -5.33143 3.20196 6.90345 0.21 -0.08 0.18 -0.6450
Br -4.69554 1.42937 6.39918 -0.06 0.02 0.09 -0.1096
H -6.91884 2.32346 8.12071 0.13 0.10 -0.15 0.3650
H -7.01181 4.08828 7.91415 0.12 -0.12 -0.08 0.3500
H -4.64572 3.53866 7.68398 -0.13 -0.04 -0.09 0.3932
H -5.21952 3.84208 6.02693 -0.11 -0.09 0.15 0.3780
Br -3.41352 -2.36699 -6.38814 -0.16 -0.09 0.23 -0.1923
C -3.92119 -3.35404 -4.78414 -0.14 -0.02 -0.23 -0.4817
C -4.59057 -2.45662 -3.77145 0.01 -0.08 0.21 -0.5675
Br -3.28921 -1.34710 -2.83498 -0.06 0.02 -0.16 -0.0053
H -3.01731 -3.83320 -4.40668 -0.18 0.11 0.03 0.3474
H -4.61527 -4.12170 -5.13378 0.08 0.13 0.13 0.3060
H -5.06971 -3.05168 -2.99042 0.10 0.01 -0.10 0.1878
H -5.32641 -1.78161 -4.21103 0.18 -0.13 0.00 0.4425
Br -1.29432 -1.82580 -8.85056 0.21 0.02 -0.24 -0.0595
C 0.09606 -1.54981 -10.19047 -0.01 -0.18 0.23 -0.5926
C 0.71438 -0.17843 -10.06687 0.08 0.13 -0.26 -0.5550
Br -0.45736 1.19374 -10.80442 0.05 -0.04 0.09 -0.1450
H -0.35937 -1.73252 -11.16429 0.10 0.14 0.14 0.3538
H 0.83895 -2.32566 -9.99025 -0.06 0.16 -0.02 0.3369
H 1.63127 -0.11635 -10.65717 -0.12 -0.06 0.08 0.3552
H 0.93084 0.10699 -9.03621 -0.11 -0.13 -0.15 0.2970
Br 8.21701 0.20575 -1.19155 -0.07 0.12 -0.04 -0.1748
C 7.88766 0.72458 0.65970 0.77 -0.48 0.47 -0.0853
C 6.79272 -0.11691 1.27673 1.06 1.42 -0.28 -0.6920
Br 5.01872 0.45185 0.65646 10.56 1.98 3.38 0.5384
H 7.66427 1.79232 0.65689 -0.10 -0.20 0.07 0.1851
H 8.83833 0.55856 1.17378 -0.01 0.13 -0.17 0.1083
H 6.77086 0.01765 2.36201 -0.03 -0.04 -0.10 0.0675
H 6.88308 -1.18057 1.04859 -0.09 0.18 -0.05 0.4534
Br 4.44203 -4.73987 1.41629 -0.10 -0.01 0.07 -0.1025
C 3.59060 -5.67019 2.90356 0.33 -0.01 -0.05 -0.4184
C 2.98496 -6.98003 2.45783 -0.21 -0.06 0.14 -0.6364
Br 1.31108 -6.69999 1.49994 0.12 -0.13 -0.03 -0.1124
H 2.86427 -4.98104 3.33591 0.05 -0.17 -0.10 0.3020
H 4.39307 -5.84467 3.62453 -0.13 0.01 -0.08 0.2235
H 2.71815 -7.59261 3.32189 0.07 0.13 -0.07 0.3948
H 3.63648 -7.55445 1.79777 -0.06 0.20 0.11 0.3704
Br -2.78532 -5.26205 -1.44350 -0.10 0.04 -0.12 -0.0492
C -4.19818 -6.57698 -1.72499 0.15 -0.04 0.23 -0.3135
C -3.75464 -7.66196 -2.67581 -0.20 -0.13 -0.12 -0.5791
Br -3.77938 -7.03816 -4.52250 0.09 -0.07 0.07 -0.1493
H -5.07743 -6.03108 -2.06957 0.16 -0.18 0.01 0.1506
H -4.39943 -6.99247 -0.73482 0.00 -0.02 -0.20 0.1923
H -4.45171 -8.50245 -2.65039 0.05 0.15 0.06 0.3809
H -2.74575 -8.02585 -2.47604 -0.17 0.15 0.01 0.3810
Br -7.72824 -5.15088 -0.84214 -0.09 -0.07 0.03 -0.1075
C -8.20221 -5.98378 0.85621 0.04 0.30 0.01 -0.5616
C -7.04147 -6.76172 1.42747 -0.07 -0.22 0.15 -0.5778
Br -6.80690 -8.46183 0.50202 0.07 0.08 -0.01 -0.1297
H -9.08646 -6.59561 0.67515 0.22 0.02 0.04 0.3718
H -8.46910 -5.15324 1.51402 0.09 -0.14 -0.05 0.3388
H -7.23388 -7.02903 2.46879 -0.02 0.07 -0.15 0.3676
H -6.09103 -6.22975 1.36324 -0.22 -0.01 -0.04 0.3258
Br 7.76029 5.05872 0.95368 -0.02 -0.14 -0.02 -0.1249
C 8.32080 4.35300 -0.77568 0.19 0.24 0.10 -0.2266
C 7.36929 4.76799 -1.87109 -0.04 -0.19 -0.20 -0.6174
Br 5.72909 3.71587 -1.81825 0.00 0.12 0.03 -0.0655
H 8.40817 3.27173 -0.66542 -0.06 0.18 -0.16 -0.0604
H 9.31280 4.77770 -0.94702 -0.16 -0.05 -0.03 0.3925
H 7.80432 4.56790 -2.85272 -0.01 0.00 0.16 0.3400
H 7.07640 5.81739 -1.81544 0.10 -0.19 0.08 0.3852
Br 11.85740 0.81533 2.32526 -0.08 0.10 0.05 -0.1447
C 11.52955 1.33287 4.17637 0.28 -0.14 -0.09 -0.5479
C 10.43813 0.49314 4.79390 -0.15 0.11 0.21 -0.6170
Br 8.67790 1.06015 4.17801 0.10 -0.06 0.10 -0.1185
H 11.30573 2.40011 4.17404 -0.07 -0.21 0.03 0.3730
H 12.47952 1.16634 4.68982 -0.18 -0.01 -0.03 0.3406
H 10.41731 0.62726 5.87768 0.05 0.02 -0.15 0.3393
H 10.52851 -0.56990 4.56566 0.05 0.22 -0.04 0.3823
Br 7.26966 -4.14012 4.48554 -0.10 0.11 0.04 -0.1234
C 6.92509 -3.61303 6.33066 0.30 -0.15 -0.10 -0.6066
C 5.81471 -4.43624 6.93676 -0.13 0.14 0.20 -0.5760
Br 4.06916 -3.84807 6.29740 0.03 -0.08 -0.03 -0.1227
H 6.71579 -2.54276 6.32245 -0.07 -0.20 0.02 0.3748
H 7.86619 -3.79069 6.85663 -0.18 -0.01 -0.01 0.3300
H 5.78212 -4.29859 8.01976 0.04 0.01 -0.15 0.3614
H 5.89418 -5.50089 6.71242 0.06 0.22 -0.03 0.3684

=====

3.
15
Properties=species:S:1:pos:R:3:forces:R:3:mulliken_charge:R:1 method="wB97M-V/def2-TZVPD" e_lumo_ha=0.0391 orbital_gap_ev=10.01 relative_energy_kcal_mol=25.78 homo_energy_ev=-8.948
C -0.25546 -1.11969 -1.88541 0.20 -0.21 1.38 -1.2550
C -0.00648 -0.60337 -0.49144 -1.36 -1.23 -0.90 0.6878
C -0.19113 -1.35545 0.64638 1.87 -0.39 0.37 -0.6133
N 0.04957 -0.51345 1.67567 0.11 -0.42 2.09 0.2073
N 0.18947 0.76691 1.34343 0.22 -1.19 -3.02 -0.8096
C 0.14077 0.67464 -0.04250 0.31 4.78 2.40 0.3436
C 0.12685 2.05562 -0.72135 -1.23 -0.92 -2.41 -1.1167
H -0.65084 -0.30708 -2.45540 0.25 0.26 -1.02 0.3590
H -1.02457 -1.86097 -1.80425 -0.70 -0.37 -0.06 0.3578
H 0.58989 -1.69003 -2.26079 0.28 0.61 -0.54 0.2884
H -0.15361 -2.44111 0.71497 -0.33 0.37 0.36 0.3946
H 0.39352 -0.71696 2.62079 -0.84 -0.36 -0.69 0.2569
H 0.49066 1.99020 -1.76858 -0.04 -0.27 0.42 0.3097
H -0.90757 2.47735 -0.88759 0.77 -0.67 0.55 0.2329
H 0.70198 2.86392 -0.32692 0.51 0.02 1.05 0.3565

=====

4.
14
Properties=species:S:1:pos:R:3:forces:R:3:mulliken_charge:R:1 method="wB97M-V/def2-TZVPD" e_lumo_ha=0.0280 orbital_gap_ev=10.08 relative_energy_kcal_mol=68.89 homo_energy_ev=-9.320
C 2.16507 -0.42390 0.39228 0.03 0.00 0.02 -1.2981
C 0.77189 0.13782 0.23331 0.14 0.22 0.16 -0.1161
O -0.09644 -0.89945 -0.16987 -0.07 0.10 0.40 -0.3389
C -1.32962 -0.46135 -0.58222 -0.10 1.08 -1.04 -0.1794
C -2.18824 0.56323 0.02413 -0.80 -0.35 1.16 -0.0016
O -3.31293 0.76373 -0.38925 0.19 0.06 0.64 -0.5220
H 2.51806 -0.85189 -0.55099 -0.07 0.07 0.14 0.3131
H 2.17287 -1.20728 1.15527 0.04 0.11 -0.09 0.3146
H 2.85001 0.37384 0.69395 -0.05 -0.13 -0.02 0.3736
H 0.40103 0.57031 1.17079 0.24 0.03 -0.02 0.2575
H 0.74063 0.92996 -0.53635 0.07 -0.07 0.13 0.3441
H -1.87080 -1.34402 -0.96701 0.13 1.03 -0.59 0.3810
H -1.18600 0.62745 -1.19248 0.64 -2.51 -1.06 0.1618
H -1.63553 1.22157 0.71844 -0.39 0.35 0.16 0.3106